1.
DFT (ωB97M-V with the def2-TZVPD basis set) results for C6H11N as an isolated structure at a distorted geometry.

The expectation value of S² is 0.78. The spin multiplicity is 2. The charge is +1. The value obtained for the energy above the lowest of the compared OMol25 structures with the same formula, charge and spin is 5.509 eV. The lowest unoccupied orbital energy (alpha / beta) comes out at -4.98 / -8.14 eV. The HOMO energy (alpha / beta) is -13.6 / -13.6 eV.

Last column: Mulliken charge in e.
Element x y z (Å)
1 C 1.485 -0.964 0.266  -0.644
2 C 0.640 -0.587 -0.990  -0.833
3 C -0.556 0.264 -0.689  0.765
4 C -0.558 1.598 -0.994  -0.655
5 C -2.244 0.190 1.130  -0.572
6 C -1.628 -0.352 0.048  -0.126
7 N 1.862 0.636 0.798  -0.525
8 H 2.415 -1.293 -0.178  0.447
9 H 1.074 -1.899 0.678  0.333
10 H 1.299 -0.106 -1.708  0.387
11 H 0.338 -1.531 -1.473  0.436
12 H 0.250 2.037 -1.565  0.315
13 H -1.316 2.264 -0.602  0.266
14 H -2.784 -0.437 1.827  0.292
15 H -2.149 1.239 1.381  0.255
16 H -1.902 -1.349 -0.290  0.372
17 H 1.037 -0.107 1.098  0.228
18 H 2.737 0.398 1.265  0.258

2.
DFT (ωB97M-V with the def2-TZVPD basis set) results for an isolated ion of composition C6H11N and charge +1 at a distorted geometry.

The expectation value of S² is 0.79. The spin multiplicity is 2. The charge is +1. The value obtained for the energy above the lowest of the compared OMol25 structures with the same formula, charge and spin is 2.744 eV. The lowest unoccupied orbital energy (alpha / beta) comes out at -5.59 / -7.21 eV. The HOMO energy (alpha / beta) is -13.4 / -13.4 eV.

Last column: Mulliken charge in e.
Element x y z (Å)
1 C -1.071 0.595 -1.594  -0.382
2 C 0.081 -0.384 -1.351  -0.683
3 C 0.366 -0.845 0.010  -0.230
4 C -0.102 -0.189 1.134  0.149
5 C 0.536 -0.186 2.421  -0.246
6 C 1.435 -1.174 2.668  -0.601
7 N -0.553 1.827 -2.216  -0.698
8 H -1.826 0.153 -2.230  0.349
9 H -1.650 0.847 -0.700  0.288
10 H -0.254 -1.321 -1.837  0.309
11 H 0.978 -0.127 -1.911  0.479
12 H 1.034 -1.691 0.104  0.387
13 H -1.105 0.202 1.205  0.359
14 H 0.290 0.680 3.022  0.411
15 H 2.145 -1.537 1.934  0.317
16 H 1.594 -1.656 3.625  0.295
17 H -0.588 2.572 -1.520  0.228
18 H -1.310 2.235 -2.765  0.270

3.
DFT (ωB97M-V with the def2-TZVPD basis set) results for an isolated ion of composition C6H11N2 and charge +1 at a distorted geometry.

The charge is +1. The value obtained for the energy above the lowest of the compared OMol25 structures with the same formula, charge and spin is 4.847 eV. The lowest unoccupied orbital energy comes out at -3.27 eV. The HOMO energy is -13.4 eV.

Last column: Mulliken charge in e.
Element x y z (Å)
1 C 1.990 -0.110 -0.295  -0.966
2 C 1.133 -1.227 0.474  -0.602
3 C -2.157 -0.118 -0.032  -0.572
4 C 0.623 0.499 -0.886  -0.308
5 C -0.891 0.427 0.613  -0.431
6 C -0.165 -0.651 -0.115  0.760
7 N -1.375 -1.193 -0.671  -0.469
8 N -0.074 1.544 -0.021  -0.134
9 H 2.489 0.494 0.298  0.346
10 H 2.579 -0.406 -1.041  0.413
11 H 1.515 -2.292 0.129  0.279
12 H 1.062 -1.269 1.500  0.359
13 H -2.997 -0.237 0.722  0.284
14 H -2.665 0.651 -0.864  0.232
15 H 0.737 0.512 -1.992  0.304
16 H -1.025 0.639 1.633  0.470
17 H -1.473 -2.140 -0.311  0.335
18 H 0.637 2.062 0.529  0.359
19 H -0.645 2.181 -0.605  0.341

4.
DFT (ωB97M-V with the def2-TZVPD basis set) results for an isolated ion of composition C6H11N2 and charge +1 at a distorted geometry.

The charge is +1. The value obtained for the energy above the lowest of the compared OMol25 structures with the same formula, charge and spin is 4.001 eV. The lowest unoccupied orbital energy comes out at -3.66 eV. The HOMO energy is -13.2 eV.

Last column: Mulliken charge in e.
Element x y z (Å)
1 C -1.439 0.418 -0.035  -0.721
2 C 0.559 1.443 -0.769  -0.966
3 C -1.133 1.654 0.755  -0.601
4 C -0.080 2.287 0.261  -0.168
5 C -0.071 0.034 -0.554  -0.329
6 C 0.055 -2.097 0.697  -0.391
7 N 0.669 -3.110 0.155  -0.190
8 N 0.704 -0.787 0.452  0.124
9 H -1.998 -0.248 0.534  0.468
10 H -2.042 0.722 -0.892  0.302
11 H 0.416 1.794 -1.770  0.374
12 H 1.589 1.501 -0.730  0.485
13 H -1.803 2.024 1.468  0.544
14 H 0.419 3.299 0.594  0.318
15 H -0.029 -0.328 -1.525  0.400
16 H 1.416 -3.341 -0.483  0.232
17 H 0.333 -4.051 0.382  0.311
18 H 1.643 -0.945 0.158  0.393
19 H 0.789 -0.268 1.300  0.415

5.
DFT (ωB97M-V with the def2-TZVPD basis set) results for an isolated ion of composition C6H11N2 and charge +1 at a distorted geometry.

The charge is +1. The value obtained for the energy above the lowest of the compared OMol25 structures with the same formula, charge and spin is 4.915 eV. The lowest unoccupied orbital energy comes out at -3.50 eV. The HOMO energy is -13.2 eV.

Last column: Mulliken charge in e.
Element x y z (Å)
1 C -0.496 1.191 -1.275  -0.423
2 C -0.878 0.582 -0.148  0.327
3 C 0.936 1.363 -1.497  -0.703
4 C -1.845 -0.242 0.541  -0.488
5 C 1.704 0.342 -0.586  -0.570
6 C 0.456 -1.179 1.019  -0.624
7 N 0.918 0.083 0.632  -0.362
8 N -1.060 -1.038 1.474  -0.136
9 H -1.245 1.739 -2.013  0.311
10 H 1.280 1.124 -2.431  0.439
11 H 1.309 2.304 -1.268  0.357
12 H -2.462 0.453 1.169  0.309
13 H -2.328 -0.885 -0.079  0.350
14 H 1.784 -0.503 -1.232  0.291
15 H 2.705 0.797 -0.269  0.337
16 H 0.387 -1.962 0.184  0.371
17 H 1.131 -1.488 1.786  0.463
18 H -1.052 -0.639 2.459  0.389
19 H -1.241 -2.039 1.533  0.363

6.
DFT (ωB97M-V with the def2-TZVPD basis set) results for an isolated ion of composition C6H11N2 and charge +1 at a distorted geometry.

The charge is +1. The value obtained for the energy above the lowest of the compared OMol25 structures with the same formula, charge and spin is 1.064 eV. The lowest unoccupied orbital energy comes out at -3.59 eV. The HOMO energy is -12.0 eV.

Last column: Mulliken charge in e.
Element x y z (Å)
1 C 2.124 0.297 -0.582  -0.542
2 C 0.816 -0.171 -1.242  -1.102
3 C -0.371 0.018 -0.337  1.196
4 C -0.696 -0.511 0.883  -0.719
5 N -1.914 -0.015 1.257  -0.050
6 C -2.451 0.684 0.206  -0.570
7 C -1.508 0.773 -0.772  -0.763
8 N 2.523 -0.726 0.444  -0.293
9 H 1.873 1.222 -0.080  0.366
10 H 2.924 0.455 -1.307  0.371
11 H 0.650 0.295 -2.198  0.384
12 H 0.977 -1.215 -1.565  0.382
13 H -0.083 -1.107 1.540  0.225
14 H -2.542 -0.450 1.914  0.272
15 H -3.390 1.184 0.367  0.409
16 H -1.625 1.279 -1.718  0.369
17 H 1.896 -1.530 0.456  0.332
18 H 3.501 -1.010 0.389  0.356
19 H 2.448 -0.312 1.377  0.377

7.
DFT (ωB97M-V with the def2-TZVPD basis set) results for an isolated ion of composition C6H11N2O and charge +1 at a distorted geometry.

The charge is +1. The value obtained for the energy above the lowest of the compared OMol25 structures with the same formula, charge and spin is 1.762 eV. The lowest unoccupied orbital energy comes out at -4.48 eV. The HOMO energy is -14.3 eV.

Last column: Mulliken charge in e.
Element x y z (Å)
1 C 1.037 1.805 -0.321  -1.116
2 C 0.672 0.531 -0.193  0.202
3 C 1.490 -0.660 -0.468  0.980
4 C -0.844 0.278 0.114  0.756
5 C 2.987 -0.363 -0.339  -0.993
6 C -2.770 -1.169 0.208  -1.011
7 N -1.394 1.038 0.965  -0.360
8 N -1.463 -0.774 -0.344  -0.169
9 O 0.983 -1.789 -0.685  -0.642
10 H 0.255 2.622 -0.347  0.329
11 H 2.060 1.989 -0.571  0.285
12 H 3.153 0.654 -0.638  0.220
13 H 3.642 -0.731 -1.111  0.365
14 H 3.423 -0.760 0.604  0.292
15 H -2.804 -2.293 0.147  0.322
16 H -3.503 -0.570 -0.368  0.371
17 H -2.854 -0.855 1.375  0.301
18 H -0.878 1.708 1.567  0.293
19 H -2.366 0.853 1.156  0.181
20 H -0.828 -1.515 -0.752  0.395

8.
DFT (ωB97M-V with the def2-TZVPD basis set) results for an isolated ion of composition C6H11N2O and charge +1 at a distorted geometry.

The charge is +1. The value obtained for the energy above the lowest of the compared OMol25 structures with the same formula, charge and spin is 11.763 eV. The lowest unoccupied orbital energy (alpha / beta) comes out at -7.30 / -7.31 eV. The HOMO energy (alpha / beta) is -13.9 / -14.0 eV.

Last column: Mulliken charge in e.
Element x y z (Å)
1 C -1.005 -2.105 -1.780  0.010
2 C 0.222 -1.773 -1.823  0.406
3 C 1.241 -2.125 -2.998  -1.115
4 C 0.859 1.925 1.539  -1.119
5 C -1.479 1.071 2.241  -1.096
6 C -0.543 1.448 1.061  0.494
7 N 1.070 -1.084 -0.757  -0.177
8 N -0.521 0.442 0.064  -0.378
9 O 0.599 -0.132 -0.107  0.278
10 H -2.030 -2.167 -1.307  0.373
11 H 1.343 -3.171 -3.003  0.362
12 H 0.726 -1.835 -3.789  0.409
13 H 2.124 -1.656 -2.770  0.353
14 H 1.241 1.315 2.434  0.301
15 H 0.703 2.929 1.859  0.412
16 H 1.452 1.701 0.608  0.339
17 H -1.297 -0.022 2.511  0.312
18 H -2.539 1.361 2.194  0.333
19 H -1.105 1.597 3.218  0.296
20 H -1.064 2.281 0.604  0.206

Look up the charge of the fourth one. +1